C42H50N6O8P2V | ωB97M-V/def2-TZVPD

Its expectation value of S² is 3.761. The spin multiplicity is 4. As for the energy above the lowest of the compared OMol25 structures with the same formula, charge and spin: 22.87 kJ/mol. The net charge is -2. Its total energy is -113958.160 eV.

Geometry (Å):
V (-0.20841, -0.19818, -0.90072)
C (-2.05797, 2.85802, 2.77695)
C (-1.17728, 1.69904, 2.31371)
C (-0.10445, 1.34220, 3.34249)
P (-0.43469, 1.85104, 0.62290)
C (0.89604, 3.13128, 0.70996)
C (0.67100, 4.43173, 1.48091)
C (1.41324, 3.38779, -0.71059)
C (-1.84798, 2.44537, -0.36375)
C (-2.05963, 3.74033, -0.81361)
C (-3.06871, 4.04689, -1.71857)
C (-3.23403, 5.43869, -2.26833)
C (-3.86895, 3.00239, -2.16359)
C (-3.68730, 1.70349, -1.71891)
C (-2.67398, 1.38989, -0.80354)
N (-2.29037, 0.10833, -0.40665)
C (-3.13595, -0.95382, -0.26383)
C (-4.54715, -0.89592, -0.32277)
C (-5.32601, -2.03446, -0.21828)
C (-4.77140, -3.29455, -0.02146)
C (-5.61388, -4.54213, 0.03513)
C (-3.39244, -3.34952, 0.14980)
C (-2.57614, -2.23164, 0.06002)
P (-0.81995, -2.19339, 0.54718)
C (-0.95175, -2.07584, 2.40901)
C (0.40167, -2.32871, 3.06931)
C (-2.05674, -2.85695, 3.11964)
C (0.03810, -3.81588, 0.23932)
C (-0.57855, -5.13924, 0.69696)
C (0.46101, -3.92977, -1.22599)
H (-2.61603, 2.55854, 3.66991)
H (-1.46889, 3.73701, 3.03851)
H (-2.77746, 3.14400, 2.00792)
H (-1.83874, 0.83819, 2.16757)
H (0.54878, 2.19274, 3.55155)
H (-0.56735, 1.03999, 4.28776)
H (0.53675, 0.53336, 2.99013)
H (1.67568, 2.57064, 1.24386)
H (-0.20733, 4.98207, 1.14177)
H (0.56527, 4.24759, 2.54929)
H (1.54306, 5.07954, 1.35225)
H (0.68888, 3.93552, -1.31467)
H (2.34039, 3.96648, -0.67024)
H (1.60931, 2.45337, -1.23816)
H (-1.39852, 4.53561, -0.49133)
H (-2.56581, 6.13947, -1.76459)
H (-2.99832, 5.45915, -3.33520)
H (-4.25737, 5.80362, -2.14744)
H (-4.62721, 3.19521, -2.91599)
H (-4.27815, 0.91159, -2.15896)
H (-5.03454, 0.05857, -0.45188)
H (-6.40506, -1.93532, -0.29909)
H (-6.67287, -4.29942, -0.07058)
H (-5.35468, -5.23756, -0.76783)
H (-5.48844, -5.07593, 0.98182)
H (-2.95022, -4.30616, 0.39358)
H (-1.18340, -1.01619, 2.53267)
H (0.63317, -3.39852, 3.08446)
H (1.19929, -1.79812, 2.54996)
H (0.38778, -1.98087, 4.10606)
H (-1.81939, -3.91941, 3.19483)
H (-2.16270, -2.47980, 4.14206)
H (-3.01872, -2.75365, 2.62010)
H (0.94882, -3.66067, 0.83179)
H (-1.30936, -5.49465, -0.03012)
H (0.20592, -5.89985, 0.75951)
H (-1.06288, -5.07830, 1.66941)
H (-0.40773, -4.04234, -1.87503)
H (0.98631, -3.03840, -1.56191)
H (1.11616, -4.79786, -1.35549)
O (-3.21889, 0.15165, -6.22335)
C (-2.48971, 0.05525, -5.26080)
C (-2.16856, -1.21831, -4.50339)
O (-2.52737, -2.34518, -4.80741)
C (-1.34075, -0.80051, -3.37602)
C (-1.07213, 0.59054, -3.43235)
O (-0.34973, 1.16954, -2.55179)
C (-1.73284, 1.19052, -4.59547)
O (-1.69802, 2.34727, -4.97647)
O (-0.83726, -1.53561, -2.45146)
O (7.63639, 0.15778, 1.18486)
C (6.83774, 1.16562, 0.61874)
N (5.68895, 0.64356, -0.09125)
C (5.53402, 0.80073, -1.42627)
O (6.34186, 1.37181, -2.14504)
C (4.28655, 0.20938, -2.01802)
C (4.30359, -0.13632, -3.36249)
C (3.15672, -0.64985, -3.93095)
C (2.01946, -0.77768, -3.15045)
N (1.97637, -0.42314, -1.86374)
C (3.10010, 0.05486, -1.31204)
H (7.32550, -0.00694, 2.08946)
H (7.43168, 1.70010, -0.11703)
H (6.49343, 1.85975, 1.38890)
H (5.07894, 0.00222, 0.40331)
H (5.21163, 0.01978, -3.93033)
H (3.11997, -0.93738, -4.97259)
H (1.10640, -1.18466, -3.55948)
H (3.01171, 0.35457, -0.27334)
N (4.12324, -1.54043, 1.87570)
C (3.53340, -0.35275, 2.31233)
O (2.46064, -0.00875, 1.81951)
C (4.27165, 0.42624, 3.26780)
C (5.54163, -0.00876, 3.67527)
N (6.57401, -0.46088, 3.95331)
C (3.76118, 1.67135, 3.70470)
N (3.34520, 2.68716, 4.06564)
H (3.46413, -2.15241, 1.41740)
H (4.78737, -1.99584, 2.48370)

These are the Löwdin partial charges, in e, on atoms 1 to 8:
1. V 0.577
2. C -0.105
3. C -0.524
4. C -0.120
5. P 1.082
6. C -0.521
7. C -0.110
8. C -0.111